Here is a molecular structure, C23H36AsFN4O3Tc from OMol25. Energies are from ωB97M-V/def2-TZVPD.

Calculated values
E = -102278.920 eV
Kohn-Sham gap (alpha / beta) = 6.475 / 8.239 eV
<S²> = 3.799
HOMO (alpha / beta) = -11.915 / -13.877 eV
F_max = 0.89 eV/A
lowest unoccupied orbital energy (alpha / beta) = -5.44 / -5.64 eV
charge = +2
multiplicity = 4

CARTESIAN COORDINATES (ANGSTROEM)
Tc1 -0.1896 0.8217 0.2084
C1 4.4147 1.5365 6.1616
C2 3.9560 0.1331 5.8145
N1 2.7950 0.1336 4.8908
C3 3.0258 0.0484 3.5846
C4 2.0538 0.0884 2.6100
C5 2.5520 -0.0331 1.1918
O1 3.6728 -0.4147 0.9875
O2 1.7315 0.3847 0.2466
C6 0.7125 0.1941 2.9989
O3 -0.2727 0.1511 2.1813
C7 0.4435 0.3166 4.4192
C8 -0.8704 0.4542 4.8878
C9 -1.1110 0.5679 6.2206
F1 -2.3837 0.6397 6.6498
C10 -0.0719 0.5835 7.1767
C11 1.2179 0.4487 6.7164
C12 1.4931 0.2932 5.3476
N2 -0.2798 0.7327 8.5750
C13 -1.4523 1.4479 9.0638
C14 -1.1978 1.9254 10.4795
N3 -0.8930 0.7303 11.3514
C15 0.2906 -0.0376 10.8174
C16 0.0038 -0.4463 9.3875
H1 5.2633 1.4851 6.8428
H2 3.6245 2.1170 6.6398
H3 4.7334 2.0710 5.2667
H4 3.6831 -0.4436 6.6953
H5 4.7404 -0.4269 5.3106
H6 4.0572 -0.0834 3.2786
H7 -1.6950 0.4468 4.1889
H8 2.0201 0.5089 7.4371
H9 -2.3621 0.8351 9.0405
H10 -1.6369 2.3275 8.4511
H11 -2.0665 2.4273 10.8997
H12 -0.3293 2.5787 10.5373
H13 -1.7111 0.1157 11.3699
H14 -0.7271 1.0210 12.3160
H15 0.4583 -0.8929 11.4678
H16 1.1400 0.6410 10.8718
H17 -0.8358 -1.1587 9.3626
H18 0.8783 -0.9698 9.0076
C17 -3.3417 -1.0471 1.1408
As1 -2.6450 0.2709 -0.0845
C18 -3.9206 1.7093 0.0250
C19 -3.0348 -0.4948 -1.8116
H19 -4.3954 -1.2107 0.9208
H20 -3.2300 -0.7021 2.1661
H21 -2.7956 -1.9805 1.0196
H22 -4.9246 1.2929 -0.0341
H23 -3.7526 2.3860 -0.8100
H24 -3.7974 2.2556 0.9574
H25 -4.1090 -0.6521 -1.8918
H26 -2.5148 -1.4442 -1.9203
H27 -2.7003 0.1874 -2.5901
C20 -0.3688 4.0024 -2.4275
C21 -0.1773 3.6204 -0.9611
C22 -1.1811 4.3615 -0.0761
C23 1.2527 3.9153 -0.5092
N4 -0.4531 2.1854 -0.8526
H28 -0.2227 5.0769 -2.5486
H29 -1.3738 3.7485 -2.7655
H30 0.3513 3.4851 -3.0618
H31 -0.9191 5.4193 -0.0391
H32 -1.1678 3.9712 0.9446
H33 -2.1939 4.2749 -0.4710
H34 1.4922 4.9659 -0.6742
H35 1.9643 3.3046 -1.0659
H36 1.3754 3.7015 0.5565

Results of the Löwdin charge analysis, in e, for atoms 1 through 6:
1. Tc 1.335
2. C -0.050
3. C -0.163
4. N -0.005
5. C 0.062
6. C -0.025